A structure of composition C40H34FeGeN4OS2. Source: OMol25; level of theory: ωB97M-V/def2-TZVPD.

Its expectation value of S² is 8.8305. The energy relative to the best compared isomer or geometry (same formula, charge and spin) comes out at 2.665 eV.

```
! RIJCOSX wB97M-V def2-TZVPD def2/J DEFGRID3
* xyz 1 6
Ge -0.452 3.116 -0.287
Fe -0.247 0.440 -0.089
S 2.156 -2.102 3.089
S 1.512 0.107 1.287
O -0.973 -1.227 0.222
N -1.271 -0.301 2.877
N -1.147 0.427 -2.018
N -0.223 -1.018 3.041
N -0.416 0.979 -2.924
C 3.265 2.335 -1.724
C -3.487 -2.917 2.186
C -2.657 3.928 3.218
C -3.015 2.881 -1.760
C -3.897 3.183 -2.782
C 0.380 -3.224 4.913
C -2.417 4.911 -3.550
C 1.061 -2.959 6.095
C -2.427 -0.656 2.467
C -2.683 -4.397 0.470
C -2.320 3.666 1.899
C -1.705 -2.965 6.077
C -3.597 0.245 2.631
C 0.942 -0.974 2.523
C -2.304 -0.201 -2.383
C -1.812 3.568 -1.644
C -0.273 2.662 2.634
C -3.261 -0.509 -1.408
C 0.726 1.542 -2.536
C -1.123 3.025 1.598
C -2.594 -1.944 1.772
C -2.545 -0.579 -3.715
C -1.528 4.594 -2.538
C 2.266 2.209 -0.790
C -3.593 4.188 -3.685
C 0.363 -2.717 7.262
C -4.391 -1.225 -1.737
C -1.806 3.553 4.246
C -1.737 -2.180 0.658
C -1.023 -2.728 7.259
C 0.952 1.837 -1.140
C -1.008 -3.219 4.910
C 1.139 -3.524 3.666
C -3.542 -4.140 1.535
C -4.612 -1.610 -3.052
C -0.614 2.911 3.953
C 1.730 1.794 -3.491
C 2.980 2.177 -3.087
C -3.697 -1.262 -4.036
C -1.798 -3.439 0.029
H -1.543 -3.431 3.995
H -3.392 1.012 3.369
H -0.605 5.152 -2.426
H 2.142 -2.953 6.096
H -4.121 -2.728 3.040
H -3.572 4.455 3.443
H 0.679 2.202 2.408
H 3.757 2.350 -3.815
H 0.063 2.627 4.746
H -5.107 -1.467 -0.967
H -2.708 -5.361 -0.014
H -2.062 3.773 5.272
H 1.494 1.632 -4.531
H -4.226 -4.904 1.869
H 0.900 -2.528 8.179
H 1.885 -4.302 3.827
H 4.262 2.599 -1.409
H -2.972 3.998 1.102
H -3.852 0.723 1.683
H -4.811 2.620 -2.886
H 0.480 4.326 -0.236
H -5.499 -2.166 -3.309
H 2.479 2.438 0.245
H -1.127 -3.620 -0.796
H -3.893 -1.522 -5.065
H -1.571 -2.564 8.175
H 0.488 -3.814 2.841
H -3.106 -0.143 -0.402
H -2.784 -2.960 6.064
H -1.811 -0.327 -4.465
H -4.459 -0.341 2.939
H -2.182 5.709 -4.242
H -4.277 4.412 -4.489
H -3.259 2.103 -1.047
*
```

***

A structure of composition C40H34N2O4P2Pt. Source: OMol25; level of theory: ωB97M-V/def2-TZVPD.

The energy relative to the best compared isomer or geometry (same formula, charge and spin) comes out at 1.798 eV.

```
! RIJCOSX wB97M-V def2-TZVPD def2/J DEFGRID3
* xyz 0 1
Pt -0.256 0.920 -0.880
P -0.501 -1.249 -1.370
P 0.137 0.810 1.378
O 2.691 0.915 -0.609
O 0.561 4.657 -2.417
O 2.900 3.618 1.624
O -1.286 -2.000 1.106
N -1.005 1.408 -2.846
N 0.464 2.848 -1.003
C -0.539 2.426 1.947
C -2.319 4.052 1.915
C 2.765 1.387 0.800
C -1.580 -0.398 4.890
C 1.538 -3.187 -0.783
C 2.175 -4.013 0.131
C 2.377 2.886 0.819
C 1.675 -4.143 1.419
C 4.568 0.266 2.117
C -0.522 2.748 -3.253
C -0.854 0.263 3.916
C 1.613 -1.209 -5.464
C 0.199 3.518 -2.147
C -1.625 4.830 2.835
C 0.519 -3.478 1.804
C -4.547 -1.680 -1.580
C 1.829 0.616 1.692
C 0.143 3.200 2.876
C 2.314 -0.381 2.576
C 0.296 -1.349 -3.011
C -0.397 4.403 3.314
C -1.776 2.859 1.473
C 1.619 -0.890 -3.077
C 0.395 -2.495 -0.408
C -2.271 -1.560 4.576
C 1.405 3.577 -0.152
C -0.361 -1.718 -4.180
C 4.175 1.228 1.264
C -3.276 -1.155 -1.402
C -2.182 -2.080 3.298
C 3.639 -0.601 2.781
C -0.767 -0.226 2.607
C -2.153 -1.944 -1.628
C -2.312 -3.272 -2.013
C -4.699 -3.000 -1.980
C -1.411 -1.422 2.353
C -3.582 -3.798 -2.192
C 2.272 -0.834 -4.297
C -0.106 -2.671 0.873
C 0.300 -1.645 -5.404
H -3.702 -4.831 -2.490
H 2.189 -4.769 2.136
H 3.075 -4.538 -0.157
H -0.809 0.722 -3.568
H 2.076 4.136 -0.816
H -1.389 -2.054 -4.147
H 1.110 2.871 3.238
H -3.142 -0.136 -1.053
H -2.683 -2.997 3.016
H 0.152 5.010 4.023
H -1.617 0.007 5.892
H -1.329 3.365 -3.645
H 5.626 0.169 2.339
H 3.982 -1.365 3.465
H -3.279 4.382 1.537
H -0.345 1.180 4.174
H -2.865 -2.067 5.325
H -2.311 2.258 0.744
H 2.122 -1.155 -6.417
H 0.213 2.629 -4.049
H 3.296 -0.487 -4.335
H 1.948 -3.067 -1.777
H -0.220 -1.933 -6.309
H -5.690 -3.415 -2.116
H 4.896 1.905 0.821
H 0.123 -3.574 2.805
H -2.040 5.772 3.171
H 2.607 1.677 -1.197
H 1.590 -0.987 3.110
H -2.010 1.426 -2.708
H -5.416 -1.063 -1.395
H -1.439 -3.899 -2.163
H 0.908 4.352 0.436
H 2.128 -0.559 -2.176
*
```

***

Q: Which formula does entry 2 have?
A: C40H34N2O4P2Pt

***

Q: energy relative to the best compared isomer or geometry (same formula, charge and spin) of number 1 (C40H34FeGeN4OS2)?
A: 2.665 eV

***

Copy entry 2 word for word.
A structure of composition C40H34N2O4P2Pt. Source: OMol25; level of theory: ωB97M-V/def2-TZVPD.

The energy relative to the best compared isomer or geometry (same formula, charge and spin) comes out at 1.798 eV.

```
! RIJCOSX wB97M-V def2-TZVPD def2/J DEFGRID3
* xyz 0 1
Pt -0.256 0.920 -0.880
P -0.501 -1.249 -1.370
P 0.137 0.810 1.378
O 2.691 0.915 -0.609
O 0.561 4.657 -2.417
O 2.900 3.618 1.624
O -1.286 -2.000 1.106
N -1.005 1.408 -2.846
N 0.464 2.848 -1.003
C -0.539 2.426 1.947
C -2.319 4.052 1.915
C 2.765 1.387 0.800
C -1.580 -0.398 4.890
C 1.538 -3.187 -0.783
C 2.175 -4.013 0.131
C 2.377 2.886 0.819
C 1.675 -4.143 1.419
C 4.568 0.266 2.117
C -0.522 2.748 -3.253
C -0.854 0.263 3.916
C 1.613 -1.209 -5.464
C 0.199 3.518 -2.147
C -1.625 4.830 2.835
C 0.519 -3.478 1.804
C -4.547 -1.680 -1.580
C 1.829 0.616 1.692
C 0.143 3.200 2.876
C 2.314 -0.381 2.576
C 0.296 -1.349 -3.011
C -0.397 4.403 3.314
C -1.776 2.859 1.473
C 1.619 -0.890 -3.077
C 0.395 -2.495 -0.408
C -2.271 -1.560 4.576
C 1.405 3.577 -0.152
C -0.361 -1.718 -4.180
C 4.175 1.228 1.264
C -3.276 -1.155 -1.402
C -2.182 -2.080 3.298
C 3.639 -0.601 2.781
C -0.767 -0.226 2.607
C -2.153 -1.944 -1.628
C -2.312 -3.272 -2.013
C -4.699 -3.000 -1.980
C -1.411 -1.422 2.353
C -3.582 -3.798 -2.192
C 2.272 -0.834 -4.297
C -0.106 -2.671 0.873
C 0.300 -1.645 -5.404
H -3.702 -4.831 -2.490
H 2.189 -4.769 2.136
H 3.075 -4.538 -0.157
H -0.809 0.722 -3.568
H 2.076 4.136 -0.816
H -1.389 -2.054 -4.147
H 1.110 2.871 3.238
H -3.142 -0.136 -1.053
H -2.683 -2.997 3.016
H 0.152 5.010 4.023
H -1.617 0.007 5.892
H -1.329 3.365 -3.645
H 5.626 0.169 2.339
H 3.982 -1.365 3.465
H -3.279 4.382 1.537
H -0.345 1.180 4.174
H -2.865 -2.067 5.325
H -2.311 2.258 0.744
H 2.122 -1.155 -6.417
H 0.213 2.629 -4.049
H 3.296 -0.487 -4.335
H 1.948 -3.067 -1.777
H -0.220 -1.933 -6.309
H -5.690 -3.415 -2.116
H 4.896 1.905 0.821
H 0.123 -3.574 2.805
H -2.040 5.772 3.171
H 2.607 1.677 -1.197
H 1.590 -0.987 3.110
H -2.010 1.426 -2.708
H -5.416 -1.063 -1.395
H -1.439 -3.899 -2.163
H 0.908 4.352 0.436
H 2.128 -0.559 -2.176
*
```

***

Q: Which formula does entry 1 have?
A: C40H34FeGeN4OS2